Record 1
C6H27NO8 | ωB97M-V/def2-TZVPD

Last column: Löwdin charge in e.
Element x y z (Å)
O: -2.09614 2.75373 -1.96910  -0.07
O: -0.83955 -3.46989 0.34429  -0.05
O: -3.14396 0.23348 -2.75188  -0.05
O: 0.13591 2.22590 -3.67798  -0.07
O: 2.55230 2.37901 1.60185  -0.04
O: -2.45732 -0.68898 -0.27783  -0.08
O: 2.82266 -3.62911 0.85930  -0.06
O: -1.08674 1.62771 0.37322  -0.07
N: 2.32120 0.16306 -1.00848  -0.09
C: 1.26138 -0.45480 -1.78533  -0.15
C: 0.99897 -0.13626 1.24035  -0.10
C: -0.64304 -0.98409 2.87029  -0.17
C: 0.53522 -1.14667 1.96154  -0.11
C: 2.25428 -0.28465 0.42849  -0.22
C: -0.72192 0.03752 3.71273  0.00
H: -2.34977 -0.00094 -3.24623  0.06
H: 1.88161 -3.64942 1.05148  0.01
H: -1.44819 -1.70506 2.78781  0.10
H: -2.85567 -0.57576 -1.17800  0.02
H: -0.75581 2.48728 -3.38832  0.00
H: -1.74386 2.35491 -1.14448  0.02
H: -1.66503 0.34753 4.16368  0.05
H: 2.68668 -1.28151 0.40902  0.09
H: 2.13475 1.14169 -0.90263  0.08
H: 1.29085 -0.02349 -2.78636  0.06
H: 0.76698 -2.19556 1.83844  0.08
H: -1.01825 -2.56070 0.59961  -0.02
H: 0.22136 -0.34877 -1.44737  0.06
H: -2.75044 3.39645 -1.67302  0.07
H: 0.70856 0.87707 1.41842  0.06
H: 1.41088 -1.53198 -1.90975  0.07
H: -1.25779 0.66818 0.33165  0.01
H: -1.92491 1.90639 0.77080  0.07
H: 0.60241 3.04618 -3.49005  0.04
H: -0.71068 -3.52593 -0.60508  0.05
H: 2.96975 -3.41845 -0.06787  0.04
H: -0.03676 0.86910 3.84437  0.06
H: 3.05062 2.71666 2.35098  0.05
H: -2.93571 1.09967 -2.35298  0.01
H: 3.03682 0.35347 0.83023  0.09
H: -2.82797 -1.52600 0.02980  0.05
H: 1.62633 2.45307 1.84438  0.03

Computed properties:
SMILES: C=C/C=C/CNC.O.O.O.O.O.O.O.O
HOMO in eV: -8.816
Multiplicity: 1


Record 2
C9H14BO5 | ωB97M-V/def2-TZVPD

Last column: Löwdin charge in e.
Element x y z (Å)
O: -5.20352 1.28291 2.98694  -0.16
O: 5.89999 -1.45725 -1.65693  0.09
O: 2.46327 1.53498 -2.82133  0.12
O: 4.23735 -3.12459 -0.61923  0.11
O: 0.79716 -0.15104 -1.83680  0.12
C: 2.39167 -1.75478 -1.14327  0.08
C: 2.99163 0.43506 -2.32079  -0.23
C: -2.35230 1.09563 1.60659  -0.33
C: -0.96681 0.47799 1.41938  -0.15
C: 1.95189 -0.51436 -1.74594  -0.30
C: 3.70328 -2.02543 -1.13422  -0.24
C: 4.73872 -1.08463 -1.72264  -0.32
C: 4.30543 0.15753 -2.31254  0.06
C: -3.51890 0.12998 1.40628  -0.26
B: -4.99754 0.81026 1.56047  -0.65
H: -2.42354 1.52336 2.61354  0.09
H: 1.49643 1.45432 -2.67108  0.12
H: -3.42089 -0.68355 2.14628  0.08
H: -5.87540 -0.01944 1.24224  0.02
H: 1.64728 -2.41250 -0.71755  0.14
H: 5.04989 0.82571 -2.72116  0.13
H: -0.15718 1.19365 1.60693  0.05
H: -2.47651 1.93855 0.91380  0.09
H: -5.30567 2.23586 2.97816  0.01
H: -3.42400 -0.34934 0.41703  0.07
H: -0.82897 -0.36646 2.10284  0.06
H: 5.20148 -3.03363 -0.75927  0.11
H: -5.07039 1.78917 0.78001  0.04
H: -0.85384 0.09207 0.40227  0.04

Computed properties:
Total charge: -1
HOMO in eV: -3.650
Multiplicity: 1


Record 3
C16H14FN5O2S | ωB97M-V/def2-TZVPD

Last column: Löwdin charge in e.
Element x y z (Å)
S: 1.19393 2.55765 -1.33144  0.70
F: 1.35097 -0.53011 2.19023  0.08
O: 1.69198 2.81542 0.00596  -0.26
O: 0.75927 3.70463 -2.13627  -0.31
N: 2.62003 3.27160 -1.62166  -0.16
N: -2.48052 -1.68345 3.14375  0.12
N: -1.38243 0.04202 5.13625  0.12
N: 2.13082 1.47173 -2.19282  -0.12
N: -2.77198 -0.71278 6.68532  0.10
C: -2.93747 -1.62548 4.40436  -0.08
C: -0.90401 -0.88021 1.42275  -0.08
C: -0.93384 0.02694 3.85182  -0.02
C: 0.46949 -0.63726 1.19101  -0.23
C: 0.60602 -1.42608 -4.83388  -0.11
C: -1.31039 -0.89412 -0.98542  -0.02
C: 1.63880 -0.58227 -5.18628  -0.07
C: -1.79345 -1.02114 0.32133  0.00
C: 2.12292 0.35549 -4.22896  -0.01
C: 0.94012 -0.53863 -0.10212  0.03
C: -1.47138 -0.85157 2.84186  -0.20
C: 0.58029 -0.51754 -2.55458  -0.11
C: 0.06987 -0.67049 -1.20147  -0.19
C: -2.37206 -0.80081 5.36601  -0.41
C: 1.58581 0.41215 -2.94693  -0.22
C: 0.08833 -1.45596 -3.54612  -0.01
H: 3.04763 3.27387 -0.69945  0.07
H: 2.91192 1.00975 -4.56980  0.11
H: -0.67592 -2.17898 -3.33690  0.11
H: -2.10425 -0.16161 7.21310  0.09
H: 1.98621 -0.30298 -0.21254  0.13
H: -3.23342 -1.51034 7.14056  0.10
H: 0.17453 -2.11779 -5.54657  0.10
H: 2.03442 -0.51997 -6.20066  0.10
H: -2.83040 -1.15944 0.57003  0.11
H: 2.39069 4.25204 -1.80799  0.09
H: -3.83802 -2.21079 4.69607  0.12
H: 2.83922 2.01920 -2.64607  0.08
H: -2.01205 -0.95893 -1.81966  0.12
H: -0.18166 0.73625 3.52719  0.11

Computed properties:
SMILES: Nc1cnc(-c2ccc(-c3ccccc3NS(N)(=O)=O)cc2F)cn1
HOMO in eV: -8.080
Multiplicity: 1


Record 4
C18H24NO | ωB97M-V/def2-TZVPD

Last column: Löwdin charge in e.
Element x y z (Å)
O: 4.20358 -0.02293 2.19227  -0.06
N: -1.28195 1.83170 5.17973  -0.02
C: 2.87284 0.27274 2.14325  -0.23
C: -3.44666 0.96087 2.28960  -0.01
C: 1.86246 -0.69619 1.98338  0.01
C: 4.58758 -1.41199 2.05575  -0.04
C: -1.76643 0.48955 5.65463  -0.25
C: 2.48202 1.61645 2.35452  0.02
C: 1.15532 1.93430 2.53945  -0.03
C: -2.30954 -1.05438 3.00198  -0.05
C: 0.62160 2.87377 6.74986  -0.06
C: 0.54141 -0.36270 2.20682  0.01
C: 0.14494 0.92725 2.62032  -0.20
C: 0.15317 2.10136 5.51987  -0.23
C: -2.34366 0.17991 7.05533  -0.06
C: -2.24695 0.36019 2.75209  -0.22
C: -3.47849 -1.79182 2.73710  -0.05
C: -4.62973 -1.17390 2.23246  -0.05
C: -1.15655 1.25305 3.14001  0.00
C: -4.60439 0.21577 2.06231  -0.06
H: -1.95643 2.62097 5.39135  0.18
H: 4.18480 -2.01318 2.87957  0.10
H: 1.51892 3.39818 6.39427  0.08
H: -1.39875 2.31816 3.05321  0.13
H: -0.08858 3.63984 7.07916  0.08
H: 0.92710 2.99810 2.65534  0.13
H: -3.00313 -0.70739 6.87719  0.09
H: 5.67103 -1.38474 2.10218  0.10
H: -5.56931 -1.72710 2.18263  0.12
H: 3.31420 2.32433 2.43217  0.14
H: -3.48445 -2.87493 2.92755  0.12
H: -2.94365 1.01742 7.48010  0.08
H: -0.15274 -1.17371 2.06189  0.10
H: -3.44619 2.04302 2.11782  0.12
H: -0.90365 -0.18626 5.47482  0.12
H: -1.45423 -1.57208 3.46653  0.12
H: 2.13343 -1.73509 1.77899  0.12
H: 0.92880 2.25674 7.61073  0.08
H: 0.60941 1.10040 5.50425  0.13
H: -1.51855 -0.10855 7.74707  0.08
H: -2.56716 0.23470 4.93905  0.09
H: 4.26147 -1.83167 1.09578  0.10
H: 0.47769 2.60656 4.59868  0.08
H: -5.51539 0.73079 1.74112  0.12

Computed properties:
Total charge: +1
HOMO in eV: -11.708
Multiplicity: 1


Record 5
C40H31BrN6OS4Ti | ωB97M-V/def2-TZVPD

Last column: Löwdin charge in e.
Element x y z (Å)
Br: -5.05014 6.15249 -0.10269  0.75
Ti: 0.29945 0.73744 0.45360  0.55
S: -2.28680 0.30449 3.89452  1.06
S: 0.46472 -0.44479 -1.63075  0.69
S: -2.31627 0.05309 0.81927  0.61
S: 1.01375 -1.42889 1.39826  0.70
O: 1.93209 1.53572 0.62319  -0.20
N: -0.24557 2.48718 -0.49363  -0.02
N: -0.62259 -3.47019 0.78760  -0.12
N: -0.47676 1.16275 2.31499  -0.16
N: 1.77906 7.07342 -0.28438  0.07
N: -0.81817 -2.82189 -1.91106  -0.14
N: 0.81641 7.84188 -0.37811  0.07
C: -1.21004 -2.51581 -3.30026  -0.13
C: 0.70391 4.71290 -0.70746  -0.10
C: 0.16467 -6.57299 2.34038  -0.06
C: 0.00598 -2.35561 0.32719  -0.70
C: 0.58943 -5.31213 1.93934  -0.21
C: 1.84790 -3.57678 -5.34726  -0.08
C: 2.64458 -6.30148 1.11642  -0.08
C: 1.84436 -5.18081 1.32796  -0.03
C: 0.67067 1.65789 6.31092  -0.09
C: 2.81459 5.07133 0.34548  0.00
C: 2.20178 -7.56639 1.51520  -0.10
C: -0.57185 7.41897 -0.21645  -0.29
C: -2.85512 7.74868 -0.93414  -0.11
C: 1.93769 2.85080 0.36184  -0.31
C: 1.57913 2.02723 5.31743  -0.08
C: -1.64251 0.55687 2.30311  -1.14
C: -0.86434 0.97847 4.62071  -0.47
C: -1.50659 8.10669 -0.97136  -0.03
C: 0.96887 -7.69661 2.13920  -0.09
C: -2.34248 6.09562 0.73821  -0.11
C: -1.28079 4.09601 -1.88972  -0.01
C: -1.23549 2.83973 -1.25412  -0.09
C: 1.05788 -2.95738 -4.38188  -0.03
C: -0.32407 -4.10419 2.08619  -0.13
C: -1.00322 6.45710 0.68049  -0.05
C: 0.75973 3.38890 -0.27589  -0.12
C: 1.27252 -4.42939 -6.28951  -0.10
C: -0.32327 -3.18542 -4.34690  -0.20
C: -0.96154 -4.21423 -1.49001  -0.13
C: -0.09530 -4.66893 -6.25482  -0.09
C: 2.95566 3.68266 0.62658  0.02
C: 1.71718 5.60823 -0.23093  -0.20
C: -0.56253 1.13203 5.97069  -0.09
C: 1.26005 1.89759 3.97173  0.00
C: -1.50318 -4.23462 -0.09550  -0.12
C: 0.01897 1.37402 3.62548  -0.28
C: -0.88608 -4.05125 -5.28282  -0.05
C: -3.25235 6.72343 -0.09312  -0.71
C: -0.34044 5.02212 -1.61704  -0.01
C: -0.16942 -1.95841 -1.05334  -0.67
H: 3.59908 5.77062 0.62596  0.12
H: -2.00490 2.10846 -1.38659  0.10
H: 1.50876 -2.28496 -3.65820  0.09
H: 1.95428 2.18749 3.20166  0.10
H: 2.91961 -3.38479 -5.37017  0.10
H: -1.27178 -4.40863 2.53115  0.12
H: -1.56479 -5.25657 0.27185  0.12
H: 0.12736 -3.35472 2.71345  0.07
H: -0.36417 5.97956 -2.12326  0.13
H: 0.62086 -8.67690 2.46011  0.10
H: 2.54957 2.42093 5.60168  0.10
H: -1.27317 0.83562 6.73798  0.11
H: -0.81081 -6.68414 2.81098  0.11
H: -2.23549 -2.85632 -3.44073  0.12
H: -3.58255 8.26110 -1.55758  0.11
H: 1.89183 -4.90796 -7.04434  0.10
H: -0.55275 -5.33114 -6.98563  0.10
H: -1.15963 8.90362 -1.62610  0.12
H: -2.50315 -3.79190 -0.09297  0.13
H: 2.18818 -4.19509 1.01299  0.10
H: -1.64372 -4.71721 -2.17378  0.13
H: 3.86387 3.28523 1.06407  0.13
H: 0.93266 1.78024 7.35869  0.11
H: -1.18418 -1.44386 -3.41300  0.08
H: -1.96052 -4.23740 -5.25971  0.11
H: 0.00042 -4.72997 -1.52746  0.14
H: 3.61476 -6.18908 0.63603  0.10
H: -2.66712 5.30855 1.40595  0.11
H: -0.29305 5.98591 1.35095  0.13
H: -2.08998 4.32225 -2.57780  0.12
H: 2.81634 -8.44648 1.33100  0.10

Computed properties:
HOMO (alpha / beta) in eV: -5.620 / -5.621
Multiplicity: 1


Record 6
C2H4N6S2 | ωB97M-V/def2-TZVPD

Last column: Löwdin charge in e.
Element x y z (Å)
S: 1.19348 -3.92008 -3.75670  0.67
S: -1.13818 -2.00661 -2.73439  0.63
N: 0.33010 -2.03989 -2.05079  -0.57
N: 1.37777 -2.79053 -2.54240  -0.65
N: -1.07497 -0.01777 -0.45099  0.12
N: 2.18098 -1.83026 -0.85055  0.08
N: 2.39384 -2.64750 -1.76394  -0.04
N: 0.93742 0.30854 0.62149  0.13
C: 0.88277 -1.37951 -0.95627  -0.26
C: 0.20316 -0.35993 -0.23697  -0.40
H: -1.59901 -0.53119 -1.17190  -0.02
H: 0.74930 1.23863 1.04249  0.14
H: -1.55407 0.85421 -0.36650  0.10
H: 1.71943 -0.02741 1.07843  0.07

Computed properties:
HOMO (alpha / beta) in eV: -6.186 / -7.962
Multiplicity: 3